Computed, not measured: 2 unconnected molecules or ions with the total composition CH7N3, with wB97M-V/def2-TZVPD.

Positions of all 11 atoms, in Å:
H (-0.954, 0.418, -2.986)
N (-0.717, 0.100, -2.055)
C (-1.487, -0.683, -1.441)
N (-1.387, -0.762, -0.072)
H (-2.218, -1.357, -1.891)
H (-1.355, -1.648, 0.410)
H (-0.657, -0.168, 0.295)
N (2.896, 1.192, 2.880)
H (3.898, 1.356, 2.780)
H (2.464, 1.968, 2.382)
H (2.726, 0.358, 2.329)

## Properties
gap between HOMO and LUMO	0.386	hartree
E_tot	-5620.4954	eV
HOMO energy	-9.5	eV


Computed, not measured: 2 unconnected molecules or ions with the total composition C23H41F5NO10PS, with wB97M-V/def2-TZVPD.

Positions of all 82 atoms, in Å:
C (-9.808, -2.242, 3.126)
O (-9.829, -2.615, 1.762)
C (-8.612, -2.354, 1.079)
C (-8.501, -0.898, 0.604)
C (-7.977, -0.770, -0.827)
C (-6.597, -1.396, -1.035)
C (-5.490, -0.736, -0.194)
C (-4.177, -0.540, -0.961)
C (-2.932, -0.530, -0.068)
C (-1.635, -0.987, -0.781)
C (-0.717, 0.212, -1.050)
C (0.674, -0.113, -1.583)
O (1.523, 1.002, -1.677)
C (0.947, 2.276, -1.768)
O (0.565, 2.692, -2.816)
C (0.945, 3.060, -0.488)
C (2.178, 3.967, -0.397)
C (3.472, 3.168, -0.123)
C (4.033, 3.367, 1.299)
C (4.451, 2.070, 2.029)
C (5.964, 1.838, 2.086)
C (6.533, 1.054, 0.880)
O (6.947, -0.230, 1.239)
C (8.342, -0.222, 1.693)
P (1.584, -1.368, -0.492)
N (1.526, -0.370, 0.870)
O (3.105, -1.055, -0.993)
S (0.478, -0.701, -3.361)
O (-0.872, -0.509, -3.812)
O (1.571, -0.143, -4.103)
C (0.779, -2.548, -3.554)
F (1.968, -2.869, -3.046)
F (0.817, -2.681, -4.888)
C (-0.286, -3.564, -3.062)
F (-0.355, -3.640, -1.753)
F (-1.475, -3.251, -3.532)
F (0.046, -4.760, -3.527)
H (-10.806, -1.914, 3.407)
H (-9.535, -3.097, 3.752)
H (-9.094, -1.439, 3.317)
H (-7.771, -2.622, 1.725)
H (-8.597, -3.035, 0.228)
H (-7.821, -0.354, 1.261)
H (-9.498, -0.465, 0.681)
H (-7.893, 0.295, -1.067)
H (-8.705, -1.192, -1.522)
H (-6.340, -1.339, -2.093)
H (-6.659, -2.462, -0.803)
H (-5.313, -1.328, 0.706)
H (-5.862, 0.233, 0.145)
H (-4.084, -1.276, -1.759)
H (-4.241, 0.437, -1.448)
H (-2.788, 0.482, 0.316)
H (-3.091, -1.152, 0.814)
H (-1.136, -1.712, -0.146)
H (-1.923, -1.435, -1.728)
H (-1.236, 0.862, -1.757)
H (-0.576, 0.723, -0.100)
H (0.027, 3.645, -0.522)
H (0.938, 2.373, 0.356)
H (2.268, 4.541, -1.319)
H (2.016, 4.670, 0.419)
H (3.291, 2.107, -0.291)
H (4.224, 3.459, -0.856)
H (3.271, 3.868, 1.902)
H (4.887, 4.041, 1.262)
H (4.071, 2.114, 3.050)
H (4.004, 1.216, 1.514)
H (6.479, 2.798, 2.150)
H (6.238, 1.265, 2.968)
H (5.752, 0.944, 0.113)
H (7.361, 1.610, 0.429)
H (9.022, -0.271, 0.845)
H (8.586, 0.672, 2.268)
H (8.506, -1.070, 2.347)
H (2.131, 0.441, 0.764)
H (1.796, -0.884, 1.697)
H (3.178, -0.742, -1.904)
C (11.448, 0.346, 3.033)
O (12.519, 0.452, 3.736)
O (11.453, -0.285, 1.884)
O (10.317, 0.867, 3.453)

## Properties
gap between HOMO and LUMO	0.029	hartree
E_tot	-80189.1262	eV
net charge	-2
HOMO energy	1.9	eV


Computed, not measured: a molecular structure, C34H24F3N4O3PtTe, with wB97M-V/def2-TZVPD.

Positions of all 70 atoms, in Å:
Pt (-0.174, 0.679, 0.851)
C (-13.710, -0.936, -1.209)
O (-12.585, -1.859, -1.128)
C (-11.380, -1.457, -0.899)
C (-11.010, -0.091, -0.700)
C (-9.704, 0.209, -0.464)
C (-8.713, -0.808, -0.414)
C (-9.093, -2.164, -0.614)
C (-10.387, -2.486, -0.851)
C (-7.327, -0.523, -0.169)
N (-6.387, -1.458, -0.118)
C (-5.234, -0.801, 0.122)
C (-5.454, 0.568, 0.223)
N (-6.792, 0.730, 0.036)
C (-4.403, 1.514, 0.464)
C (-4.551, 2.906, 0.552)
C (-3.445, 3.692, 0.763)
C (-2.197, 3.085, 0.889)
N (-2.041, 1.770, 0.816)
C (-3.115, 0.976, 0.601)
C (-2.876, -0.455, 0.493)
N (-1.600, -0.882, 0.611)
C (-1.307, -2.170, 0.496)
C (-2.297, -3.123, 0.258)
C (-3.605, -2.718, 0.135)
C (-3.913, -1.355, 0.253)
H (-14.567, -1.568, -1.408)
H (-13.546, -0.243, -2.031)
H (-13.824, -0.426, -0.256)
H (-11.756, 0.688, -0.737)
H (-9.437, 1.247, -0.317)
H (-8.329, -2.927, -0.576)
H (-10.712, -3.506, -1.009)
H (-7.297, 1.601, 0.041)
H (-5.524, 3.368, 0.449)
H (-3.522, 4.768, 0.826)
H (-1.303, 3.675, 1.042)
H (-0.262, -2.438, 0.588)
H (-2.018, -4.163, 0.165)
H (-4.399, -3.427, -0.058)
F (2.653, 0.871, -2.921)
C (2.203, -0.270, -2.416)
F (1.397, -0.860, -3.297)
F (3.222, -1.071, -2.147)
C (1.397, 0.012, -1.128)
O (1.612, -0.634, -0.083)
O (0.503, 0.909, -1.172)
Te (2.157, 0.879, 2.405)
C (2.451, -1.118, 2.898)
C (3.561, -1.765, 2.369)
C (3.744, -3.109, 2.663)
C (2.823, -3.782, 3.454)
C (1.707, -3.123, 3.961)
C (1.511, -1.779, 3.689)
C (1.744, 1.684, 4.250)
C (1.268, 3.005, 4.268)
C (1.077, 3.639, 5.479)
C (1.369, 2.968, 6.664)
C (1.855, 1.662, 6.644)
C (2.047, 1.011, 5.441)
H (4.276, -1.248, 1.743)
H (4.610, -3.627, 2.273)
H (2.976, -4.828, 3.681)
H (0.997, -3.655, 4.580)
H (0.651, -1.262, 4.097)
H (1.068, 3.537, 3.344)
H (0.721, 4.660, 5.507)
H (1.233, 3.472, 7.611)
H (2.098, 1.161, 7.571)
H (2.451, 0.008, 5.428)

## Properties
gap between HOMO and LUMO (spin up / spin down)	0.277 / 0.205	hartree
E_tot	-66416.6746	eV
spin multiplicity	5
net charge	+3
expectation value of S²	6.057
HOMO energy (spin up / spin down)	-15.7 / -16.3	eV


Computed, not measured: 2 unconnected molecules or ions with the total composition C3H6, with wB97M-V/def2-TZVPD.

Positions of all 9 atoms, in Å:
C (-0.300, -1.233, -0.271)
C (0.288, 0.121, -0.374)
C (0.069, 1.242, 0.476)
H (-1.380, -1.274, 0.119)
H (1.059, -0.756, 1.239)
H (-0.253, -1.705, -1.268)
H (0.840, 0.286, -1.244)
H (0.271, 2.231, -0.007)
H (-0.593, 1.088, 1.328)

## Properties
gap between HOMO and LUMO	0.226	hartree
E_tot	-3201.6072	eV
HOMO energy	-7.6	eV


Computed, not measured: C18H20N2O3 in the gas phase, with wB97M-V/def2-TZVPD.

Positions of all 43 atoms, in Å:
C (-0.613, -4.015, 4.644)
C (-1.295, -3.524, 3.373)
C (-1.405, -4.632, 2.328)
C (-2.141, -4.164, 1.070)
N (-1.477, -3.053, 0.419)
C (-0.221, -3.327, -0.233)
C (-2.036, -1.825, 0.493)
O (-3.113, -1.606, 1.011)
C (-1.225, -0.701, -0.075)
C (-0.069, -0.153, 0.383)
C (0.179, 0.991, -0.433)
C (1.141, 1.970, -0.530)
C (0.984, 2.939, -1.535)
C (1.919, 3.985, -1.713)
C (1.742, 4.917, -2.702)
O (2.574, 5.961, -2.962)
C (3.719, 6.121, -2.160)
C (0.613, 4.833, -3.555)
C (-0.302, 3.838, -3.410)
C (-0.151, 2.860, -2.401)
N (-1.088, 1.899, -2.305)
C (-0.912, 1.025, -1.357)
O (-1.750, -0.003, -1.120)
H (-1.177, -4.832, 5.088)
H (0.392, -4.372, 4.427)
H (-0.542, -3.212, 5.373)
H (-2.294, -3.156, 3.610)
H (-0.730, -2.687, 2.957)
H (-1.958, -5.474, 2.748)
H (-0.408, -4.990, 2.063)
H (-3.142, -3.817, 1.337)
H (-2.228, -4.991, 0.357)
H (-0.267, -4.318, -0.686)
H (0.613, -3.307, 0.475)
H (-0.030, -2.595, -1.015)
H (0.527, -0.503, 1.201)
H (1.991, 2.002, 0.138)
H (2.765, 4.018, -1.044)
H (4.389, 5.259, -2.240)
H (4.225, 7.007, -2.541)
H (3.454, 6.279, -1.110)
H (0.512, 5.588, -4.319)
H (-1.164, 3.765, -4.052)

## Properties
gap between HOMO and LUMO	0.302	hartree
E_tot	-28113.2880	eV
HOMO energy	-8.2	eV


Computed, not measured: 9 unconnected molecules or ions with the total composition C22H62O9, with wB97M-V/def2-TZVPD.

Positions of all 93 atoms, in Å:
C (-10.305, -15.386, -15.326)
C (-9.192, -15.965, -14.397)
C (-7.817, -15.493, -14.910)
O (-9.418, -15.610, -13.043)
H (-11.266, -15.542, -14.838)
H (-10.268, -15.765, -16.335)
H (-10.139, -14.293, -15.361)
H (-9.314, -17.047, -14.476)
H (-7.655, -15.798, -15.944)
H (-7.007, -15.894, -14.281)
H (-7.839, -14.410, -14.843)
H (-9.539, -14.638, -13.093)
C (-8.727, -7.770, -12.081)
C (-9.130, -8.052, -13.491)
C (-9.261, -6.768, -14.363)
O (-8.261, -8.993, -14.135)
H (-9.467, -7.180, -11.538)
H (-7.748, -7.255, -12.048)
H (-8.602, -8.728, -11.564)
H (-10.107, -8.528, -13.545)
H (-8.249, -6.399, -14.537)
H (-9.879, -6.013, -13.860)
H (-9.739, -6.985, -15.307)
H (-7.345, -8.720, -14.206)
C (-10.670, -11.301, -11.165)
C (-9.388, -12.031, -11.684)
C (-8.875, -13.089, -10.675)
O (-9.707, -12.752, -12.893)
H (-11.404, -12.090, -10.965)
H (-11.076, -10.659, -11.948)
H (-10.412, -10.673, -10.307)
H (-8.575, -11.325, -11.810)
H (-8.744, -12.676, -9.665)
H (-7.932, -13.552, -10.992)
H (-9.664, -13.859, -10.626)
H (-9.887, -12.072, -13.589)
C (-10.180, -9.676, -17.024)
C (-10.084, -11.055, -16.314)
C (-8.823, -11.777, -16.808)
O (-10.027, -10.845, -14.894)
H (-9.278, -9.054, -16.952)
H (-11.011, -9.051, -16.645)
H (-10.386, -9.796, -18.080)
H (-11.000, -11.656, -16.435)
H (-8.953, -11.932, -17.883)
H (-8.741, -12.699, -16.252)
H (-7.945, -11.136, -16.675)
H (-9.209, -10.303, -14.762)
C (-2.786, -14.174, -16.007)
C (-4.019, -14.836, -16.582)
C (-5.140, -13.797, -16.846)
O (-3.634, -15.470, -17.812)
H (-2.402, -13.489, -16.753)
H (-2.019, -14.911, -15.752)
H (-3.010, -13.627, -15.081)
H (-4.383, -15.637, -15.903)
H (-5.146, -13.096, -16.015)
H (-6.127, -14.235, -17.014)
H (-4.790, -13.242, -17.728)
H (-4.409, -15.457, -18.405)
C (-1.857, -12.663, -11.958)
C (-2.609, -13.893, -11.428)
O (-3.802, -14.014, -12.151)
H (-0.905, -12.673, -11.413)
H (-2.442, -11.768, -11.792)
H (-1.689, -12.867, -12.996)
H (-2.823, -13.799, -10.353)
H (-1.996, -14.785, -11.550)
H (-4.241, -14.857, -12.074)
C (-5.042, -10.361, -9.539)
C (-6.405, -9.705, -9.540)
O (-6.979, -9.619, -8.231)
H (-5.062, -11.305, -8.999)
H (-4.234, -9.737, -9.117)
H (-4.761, -10.557, -10.571)
H (-7.057, -10.283, -10.213)
H (-6.419, -8.651, -9.854)
H (-6.843, -10.473, -7.804)
C (-2.560, -8.634, -16.066)
C (-3.288, -9.908, -15.761)
O (-4.536, -9.624, -15.091)
H (-3.213, -7.971, -16.628)
H (-1.661, -8.827, -16.653)
H (-2.306, -8.111, -15.142)
H (-2.604, -10.585, -15.209)
H (-3.553, -10.428, -16.694)
H (-4.761, -10.418, -14.579)
C (-6.430, -12.072, -13.114)
O (-5.126, -12.166, -13.686)
H (-6.379, -11.905, -12.025)
H (-6.938, -11.214, -13.560)
H (-7.015, -12.972, -13.316)
H (-4.668, -12.832, -13.158)

## Properties
gap between HOMO and LUMO	0.368	hartree
E_tot	-42246.2813	eV
HOMO energy	-9.6	eV


Computed, not measured: a molecular structure, C5H7NPS, with wB97M-V/def2-TZVPD.

Positions of all 15 atoms, in Å:
C (1.288, 0.669, 0.149)
C (1.188, 1.539, -0.882)
C (-0.988, -1.001, -1.213)
C (0.001, -1.176, 1.328)
C (-0.942, 0.279, -0.428)
N (-0.015, 0.208, 0.718)
P (-0.401, -2.450, -0.550)
S (-0.373, 1.715, -1.516)
H (2.122, 0.244, 0.565)
H (2.095, 2.171, -1.310)
H (-1.520, -0.970, -2.086)
H (0.838, -1.344, 1.893)
H (-0.931, -1.286, 1.751)
H (-1.894, 0.578, 0.166)
H (-0.469, 0.824, 1.415)

## Properties
gap between HOMO and LUMO	0.320	hartree
E_tot	-26902.2687	eV
net charge	+1
HOMO energy	-13.2	eV


Computed, not measured: 2 unconnected molecules or ions with the total composition C3H4NOP, with wB97M-V/def2-TZVPD.

Positions of all 10 atoms, in Å:
C (1.850, 0.314, 0.105)
C (-0.632, -0.600, 0.151)
C (-1.200, 0.708, -0.308)
N (2.410, 1.183, 0.603)
O (-1.152, -1.380, 0.894)
P (1.008, -1.003, -0.705)
H (-1.284, 0.692, -1.397)
H (-0.528, 1.522, -0.039)
H (-2.180, 0.881, 0.132)
H (1.707, -2.317, 0.564)

## Properties
gap between HOMO and LUMO	0.333	hartree
E_tot	-15999.5598	eV
HOMO energy	-9.8	eV


Computed, not measured: C23H27N3O3S in the gas phase, with wB97M-V/def2-TZVPD.

Positions of all 57 atoms, in Å:
C (-4.958, 2.370, 0.719)
C (-3.999, 3.528, 0.414)
C (-4.703, 4.863, 0.654)
C (-2.744, 3.419, 1.290)
C (-1.773, 2.400, 0.772)
C (-0.698, 2.016, 1.596)
C (-0.586, 2.491, 2.913)
N (-0.517, 2.875, 3.993)
C (0.261, 1.159, 1.048)
S (1.647, 0.676, 2.019)
C (2.329, -0.651, 0.983)
C (1.492, -1.920, 1.132)
O (1.824, -2.890, 0.168)
C (2.972, -3.622, 0.299)
C (3.829, -3.594, 1.392)
C (4.951, -4.407, 1.405)
C (5.233, -5.244, 0.342)
C (4.378, -5.272, -0.748)
C (3.257, -4.468, -0.773)
N (0.182, 0.698, -0.182)
C (-0.846, 1.024, -0.968)
N (-0.769, 0.571, -2.260)
C (0.515, 0.110, -2.763)
C (0.644, -1.413, -2.683)
O (-0.427, -2.039, -3.362)
C (-1.658, -1.636, -2.820)
C (-1.853, -0.114, -2.934)
C (-1.868, 1.895, -0.514)
C (-2.986, 2.374, -1.403)
O (-3.601, 3.553, -0.955)
H (-4.435, 1.415, 0.741)
H (-5.744, 2.330, -0.032)
H (-5.415, 2.528, 1.692)
H (-5.630, 4.899, 0.090)
H (-4.066, 5.676, 0.318)
H (-4.920, 4.990, 1.711)
H (-3.017, 3.183, 2.321)
H (-2.232, 4.386, 1.304)
H (2.313, -0.308, -0.050)
H (3.356, -0.797, 1.313)
H (1.567, -2.316, 2.151)
H (0.444, -1.678, 0.932)
H (3.637, -2.956, 2.240)
H (5.609, -4.379, 2.261)
H (6.111, -5.871, 0.362)
H (4.586, -5.923, -1.584)
H (2.577, -4.478, -1.611)
H (1.311, 0.592, -2.199)
H (0.572, 0.418, -3.813)
H (1.556, -1.748, -3.179)
H (0.663, -1.736, -1.635)
H (-2.431, -2.161, -3.385)
H (-1.718, -1.930, -1.760)
H (-2.814, 0.152, -2.506)
H (-1.834, 0.170, -3.992)
H (-2.593, 2.610, -2.397)
H (-3.750, 1.586, -1.512)

## Properties
gap between HOMO and LUMO	0.317	hartree
E_tot	-45736.9244	eV
HOMO energy	-8.2	eV


Computed, not measured: 5 unconnected molecules or ions with the total composition C3H18NO4, with wB97M-V/def2-TZVPD.

Positions of all 26 atoms, in Å:
C (-0.181, -2.091, -0.868)
C (0.561, -0.786, -1.051)
C (0.302, 0.019, -2.289)
N (0.340, 0.172, 0.113)
H (-0.724, -2.363, -1.755)
H (0.496, -2.923, -0.611)
H (-0.926, -2.129, -0.020)
H (1.622, -1.046, -0.940)
H (0.968, 0.855, -2.476)
H (-0.645, 0.588, -2.200)
H (0.259, -0.376, -3.333)
H (0.410, -0.307, 1.004)
H (1.145, 0.814, 0.064)
H (-0.533, 0.709, 0.085)
H (3.370, 2.900, -0.594)
H (2.566, 3.485, 0.622)
O (2.862, 2.679, 0.193)
H (-2.427, 1.282, 2.470)
H (-2.778, -0.158, 2.531)
O (-2.468, 0.506, 1.896)
H (-2.133, 2.916, -0.529)
H (-2.783, 1.788, 0.122)
O (-1.887, 2.131, -0.017)
H (0.040, -2.956, 2.639)
H (1.666, -3.007, 2.695)
O (0.876, -2.701, 2.249)

## Properties
gap between HOMO and LUMO	0.452	hartree
E_tot	-13077.4129	eV
net charge	+1
HOMO energy	-14.9	eV


Computed, not measured: C20H20N6O4 in the gas phase, with wB97M-V/def2-TZVPD.

Positions of all 50 atoms, in Å:
C (-8.255, -2.623, 0.200)
C (-6.924, -1.952, 0.050)
C (-5.915, -2.551, -0.693)
C (-4.682, -1.951, -0.846)
C (-4.432, -0.719, -0.247)
N (-3.173, -0.143, -0.427)
C (-2.688, 1.035, 0.034)
O (-3.283, 1.850, 0.729)
C (-1.317, 1.291, -0.401)
N (-0.562, 0.517, -1.208)
N (0.557, 1.084, -1.419)
N (0.591, 2.269, -0.752)
C (1.755, 3.104, -0.807)
C (2.992, 2.468, -0.128)
O (3.713, 3.133, 0.582)
N (3.142, 1.173, -0.467)
C (4.137, 0.272, -0.071)
C (5.221, 0.650, 0.711)
C (6.200, -0.270, 1.077)
C (6.056, -1.562, 0.635)
C (4.966, -1.943, -0.150)
C (3.993, -1.050, -0.518)
O (5.064, -3.274, -0.451)
C (6.250, -3.724, 0.170)
O (6.864, -2.650, 0.845)
C (-0.573, 2.441, -0.087)
N (-0.917, 3.437, 0.746)
C (-5.435, -0.112, 0.499)
C (-6.674, -0.715, 0.652)
C (-7.735, -0.035, 1.462)
H (-8.475, -2.810, 1.251)
H (-8.269, -3.572, -0.330)
H (-9.050, -1.993, -0.197)
H (-6.099, -3.507, -1.162)
H (-3.909, -2.432, -1.428)
H (-2.522, -0.674, -0.993)
H (2.013, 3.287, -1.856)
H (1.553, 4.058, -0.317)
H (2.399, 0.773, -1.045)
H (5.303, 1.671, 1.041)
H (7.041, 0.021, 1.683)
H (3.154, -1.350, -1.123)
H (6.009, -4.524, 0.889)
H (6.937, -4.121, -0.595)
H (-0.443, 4.322, 0.723)
H (-1.887, 3.399, 1.035)
H (-5.241, 0.841, 0.963)
H (-7.370, 0.912, 1.852)
H (-8.039, -0.662, 2.300)
H (-8.618, 0.156, 0.854)

## Properties
gap between HOMO and LUMO	0.309	hartree
E_tot	-38195.6621	eV
HOMO energy	-7.8	eV


Computed energy relative to the best compared isomer or geometry (same formula, charge and spin) (eV) in order:
0.411 0.000 0.000 5.852 1.803 0.000 1.828 1.454 2.310 1.026 0.972